Below is a cluster of 2 separate species, C4H6O in total in a non-equilibrium geometry, with properties calculated with the ωB97M-V functional and the def2-TZVPD basis.

Summary:
* M: 70.1 g/mol
* HOMO level: -9.12 eV
* total charge: 0
* HOMO-LUMO gap: 9.7 eV
* ΔE to the lowest compared entry with this formula, charge and spin: 4.405 eV

The geometry in XYZ format:
```
11
Properties=species:S:1:pos:R:3:forces:R:3
O 2.729 0.593 -0.330 -0.1 -0.2 4.6
C 0.026 -0.301 -0.169 5.3 -0.7 1.4
C -2.471 0.342 0.010 0.6 0.5 -2.4
C 2.100 -0.421 0.314 -3.8 0.1 0.1
C -1.095 0.008 0.127 0.7 0.6 -0.2
H 2.748 0.536 -1.233 -0.1 -0.8 -3.5
H -2.774 1.315 0.310 -0.2 0.6 0.6
H -2.968 -0.456 0.402 -2.2 -1.7 1.6
H 2.004 -0.382 1.413 0.0 1.4 -0.6
H -2.637 0.237 -1.073 -0.4 0.4 0.1
H 2.337 -1.471 0.226 0.2 -0.2 -1.6
```
Positions in Å, forces in eV/Å.

Löwdin atomic charge list, values in e, 4 entries: 0.00, 0.07, -0.13, -0.10